## w
Entry from OMol25: one molecule with the formula C5H6S (ωB97M-V/def2-TZVPD).

Summary:
- HOMO level: -0.26560 Eh
- LUMO level: 0.37 eV
- Kohn-Sham gap: 0.279 hartree
- 2S+1: 1

Element x y z (Å)
C: -0.77 0.80 -1.73
C: 0.20 0.23 -0.98
C: 0.86 0.06 0.29
C: -0.30 -0.41 1.25
C: -0.64 -0.60 -1.81
S: -1.44 -1.64 0.58
H: -1.30 1.67 -2.02
H: 1.60 -0.74 0.25
H: 1.29 0.98 0.69
H: 0.17 -0.85 2.13
H: -0.88 0.47 1.55
H: -0.78 -1.49 -2.36

Atom charges from the Mulliken analysis, given in e for atoms 1 to 2: C -0.149; C 0.193

## x
Entry from OMol25: one molecule with the formula C5H6S (ωB97M-V/def2-TZVPD).

Summary:
- HOMO level: -0.31712 Eh
- LUMO level: 0.72 eV
- Kohn-Sham gap: 0.344 hartree
- 2S+1: 1

Element x y z (Å)
C: 0.28 -0.01 0.56
C: -0.65 1.21 0.22
C: -1.80 0.71 -0.22
C: -1.74 -0.75 -0.24
C: -0.58 -1.17 0.23
H: 1.46 -0.09 -1.44
H: 0.50 -0.05 1.65
H: -0.20 2.17 0.37
H: -2.67 1.21 -0.61
H: -2.58 -1.24 -0.59
H: -0.31 -2.17 0.39
S: 1.92 0.02 -0.19

Atom charges from the Mulliken analysis, given in e for atoms 1 to 2: C 0.070; C -0.563

## y
Entry from OMol25: one molecule with the formula C5H6S (ωB97M-V/def2-TZVPD).

Summary:
- HOMO level: -0.31036 Eh
- LUMO level: -0.43 eV
- Kohn-Sham gap: 0.295 hartree
- 2S+1: 1

Element x y z (Å)
C: 1.31 0.08 0.01
C: 0.29 -1.09 0.03
C: -1.15 -0.48 -0.05
C: -0.85 1.01 -0.03
C: 0.48 1.27 0.01
H: 0.56 -1.69 -0.86
H: 0.39 -1.80 0.82
H: -1.65 -0.70 0.94
H: -1.77 -0.82 -0.85
H: -1.47 1.90 -0.20
H: 0.90 2.24 0.22
S: 2.96 0.08 -0.03

Atom charges from the Mulliken analysis, given in e for atoms 1 to 2: C 0.128; C -0.551

## z
Entry from OMol25: C5H6S as an isolated structure (ωB97M-V/def2-TZVPD).

Summary:
- HOMO level: -0.32680 Eh
- LUMO level: -0.93 eV
- Kohn-Sham gap: 0.292 hartree
- 2S+1: 1

Element x y z (Å)
C: -0.14 1.45 0.21
C: -0.58 0.14 0.29
C: 0.63 -0.85 0.48
C: 1.92 -0.45 -0.03
C: 2.98 -0.01 -0.46
H: -0.01 1.68 -1.28
H: 0.99 2.10 0.80
H: -1.09 1.98 0.57
H: 0.90 -0.88 1.64
H: 0.24 -1.76 0.02
H: 3.99 0.24 -0.58
S: -2.12 -0.31 -0.25

Atom charges from the Mulliken analysis, given in e for atoms 1 to 2: C -0.835; C 0.076

Stability check: which of them is least stable? z.

## w
Entry from OMol25: an isolated ion of composition C3H7FN3 and charge +1 (ωB97M-V/def2-TZVPD).

Summary:
- HOMO level: -0.55476 Eh
- Net charge: +1
- LUMO level: -4.15 eV
- Kohn-Sham gap: 0.402 hartree
- 2S+1: 1

Element x y z (Å)
C: 0.66 -1.50 -0.63
C: -0.31 0.71 0.24
C: 1.08 -0.10 -0.32
N: -0.21 -1.98 0.16
N: -1.20 0.11 0.98
N: -0.40 2.00 -0.15
F: 1.61 0.71 -1.34
H: 1.21 -1.82 -1.48
H: 1.64 0.05 0.67
H: -0.39 -2.96 -0.02
H: -0.99 -1.04 0.95
H: -1.89 0.59 1.56
H: 0.36 2.57 -0.44
H: -1.16 2.66 -0.18

Atom charges from the Mulliken analysis, given in e for atoms 1 to 2: C -0.075; C 0.350

## x
Entry from OMol25: an isolated ion of composition C3H7FN3 and charge +1 (ωB97M-V/def2-TZVPD).

Summary:
- HOMO level: -0.54978 Eh
- Net charge: +1
- LUMO level: -3.84 eV
- Kohn-Sham gap: 0.409 hartree
- 2S+1: 1

Element x y z (Å)
C: -0.58 0.07 0.06
C: 2.46 -0.36 -0.04
C: -1.97 0.02 -0.31
N: 0.10 -0.99 -0.31
N: 1.48 -1.13 -0.21
N: -0.15 1.02 0.79
F: 2.47 0.95 0.11
H: 3.40 -0.87 -0.09
H: -2.51 -0.76 0.34
H: -2.47 0.91 0.05
H: -2.18 -0.14 -1.38
H: -0.23 -1.67 -0.96
H: -0.68 1.93 0.84
H: 0.86 1.03 1.11

Atom charges from the Mulliken analysis, given in e for atoms 1 to 2: C 0.911; C 0.128

Stability check: which of them is least stable? x.

## w
Entry from OMol25: a 7-piece molecular cluster, C56H120N6O7 overall (ωB97M-V/def2-TZVPD).

Summary:
- HOMO level: -0.28985 Eh
- LUMO level: 0.36 eV
- Kohn-Sham gap: 0.303 hartree
- 2S+1: 1

Element x y z (Å)
C: 0.76 0.58 0.39
C: 0.50 -0.58 -0.58
O: 0.44 -1.81 0.03
H: -0.18 0.63 0.94
H: 0.85 1.54 -0.13
H: 1.53 0.37 1.13
H: 1.23 -0.72 -1.38
H: -0.49 -0.46 -1.04
H: 1.34 -2.07 0.26
C: 1.17 6.78 -1.90
C: 2.37 7.24 -1.06
C: 1.77 8.09 0.06
C: 0.99 7.29 1.17
C: 1.91 6.22 1.74
C: 2.56 5.32 0.66
N: 3.18 6.12 -0.43
O: 3.76 5.26 -1.43
C: 3.64 4.47 1.36
C: 1.51 4.34 0.09
C: 3.23 8.25 -1.86
H: 0.32 6.32 -1.40
H: 1.48 6.10 -2.70
H: 0.66 7.56 -2.45
H: 2.51 8.51 0.74
H: 1.28 8.94 -0.42
H: 0.11 6.83 0.73
H: 0.73 7.95 2.00
H: 1.27 5.59 2.35
H: 2.68 6.70 2.34
H: 4.50 5.07 1.64
H: 3.29 3.85 2.18
H: 4.04 3.77 0.62
H: 1.65 3.77 -0.83
H: 1.34 3.64 0.92
H: 0.49 4.71 0.02
H: 3.79 8.89 -1.17
H: 2.65 8.93 -2.48
H: 3.90 7.70 -2.53
H: 4.68 5.28 -1.15
C: 2.65 -2.16 2.70
C: 3.51 -3.04 1.81
C: 3.06 -4.46 2.03
C: 3.65 -5.47 1.07
C: 3.29 -5.12 -0.37
C: 3.62 -3.64 -0.77
N: 3.32 -2.66 0.35
O: 3.39 -1.34 0.01
C: 5.11 -3.49 -1.06
C: 2.73 -3.37 -1.99
C: 5.01 -2.83 2.24
H: 2.64 -2.44 3.75
H: 1.61 -2.22 2.37
H: 2.85 -1.10 2.55
H: 3.45 -4.78 3.00
H: 1.99 -4.62 2.14
H: 3.26 -6.46 1.32
H: 4.72 -5.51 1.25
H: 2.23 -5.37 -0.49
H: 3.81 -5.74 -1.09
H: 5.41 -4.02 -1.97
H: 5.48 -2.47 -1.01
H: 5.69 -4.11 -0.38
H: 1.67 -3.42 -1.77
H: 2.93 -2.35 -2.33
H: 2.91 -3.99 -2.88
H: 5.18 -3.02 3.29
H: 5.28 -1.81 1.94
H: 5.71 -3.48 1.72
H: 4.32 -1.17 -0.14
C: -3.29 -3.37 -3.58
C: -1.98 -3.64 -4.30
C: -1.26 -4.72 -3.44
C: -0.02 -5.48 -4.15
C: -0.49 -6.09 -5.46
C: -1.15 -5.04 -6.41
N: -2.16 -4.19 -5.66
O: -2.94 -3.30 -6.48
C: -0.06 -4.15 -7.08
C: -1.87 -5.83 -7.47
C: -1.14 -2.38 -4.27
H: -3.98 -4.21 -3.68
H: -3.76 -2.55 -4.13
H: -3.23 -3.17 -2.51
H: -1.00 -4.33 -2.46
H: -1.99 -5.50 -3.21
H: 0.35 -6.21 -3.42
H: 0.78 -4.75 -4.30
H: -0.98 -7.07 -5.39
H: 0.47 -6.45 -5.83
H: 0.62 -3.71 -6.35
H: 0.66 -4.68 -7.70
H: -0.42 -3.38 -7.76
H: -1.17 -6.49 -7.99
H: -2.71 -6.36 -7.02
H: -2.40 -5.14 -8.12
H: -1.65 -1.64 -4.90
H: -0.14 -2.50 -4.68
H: -1.03 -2.05 -3.24
H: -3.80 -3.73 -6.52
C: -4.97 -3.34 0.74
C: -3.99 -2.21 1.05
C: -4.61 -1.33 2.18
C: -4.45 -2.05 3.54
C: -3.02 -2.32 3.87
C: -2.38 -3.28 2.76
N: -2.64 -2.70 1.42
O: -1.94 -3.37 0.32
C: -0.82 -3.27 2.98
C: -2.83 -4.71 2.93
C: -3.86 -1.26 -0.15
H: -5.71 -3.02 0.01
H: -4.43 -4.15 0.24
H: -5.46 -3.79 1.60
H: -4.02 -0.42 2.24
H: -5.63 -1.04 1.91
H: -4.58 -1.29 4.32
H: -4.98 -3.00 3.65
H: -3.01 -2.78 4.86
H: -2.46 -1.38 3.89
H: -0.51 -3.65 3.95
H: -0.45 -2.24 2.93
H: -0.26 -3.82 2.23
H: -2.54 -5.05 3.92
H: -2.35 -5.34 2.18
H: -3.91 -4.85 2.90
H: -3.13 -1.62 -0.89
H: -4.80 -1.15 -0.69
H: -3.45 -0.30 0.15
H: -1.18 -2.80 0.19
C: 2.55 0.21 8.16
C: 1.83 1.52 7.73
C: 2.57 2.21 6.65
C: 2.48 1.68 5.26
C: 0.98 1.69 4.77
C: 0.13 0.91 5.82
N: 0.43 1.30 7.28
O: -0.33 0.62 8.22
C: -1.35 1.36 5.53
C: 0.26 -0.58 5.54
C: 1.76 2.57 8.87
H: 2.02 -0.49 8.80
H: 3.45 0.53 8.70
H: 2.98 -0.33 7.32
H: 2.47 3.29 6.54
H: 3.64 2.09 6.86
H: 2.79 0.64 5.35
H: 3.10 2.08 4.45
H: 0.82 1.24 3.79
H: 0.68 2.74 4.83
H: -2.10 0.83 6.12
H: -1.37 2.43 5.73
H: -1.51 1.22 4.46
H: 1.16 -0.94 6.04
H: -0.61 -1.14 5.87
H: 0.28 -0.86 4.49
H: 2.74 2.92 9.17
H: 1.26 2.07 9.70
H: 1.09 3.41 8.70
H: -0.60 1.33 8.81
C: -3.04 0.63 -4.33
C: -3.05 1.98 -3.67
C: -1.63 1.96 -2.92
C: -1.12 3.40 -2.45
C: -1.09 4.30 -3.67
C: -2.42 4.35 -4.47
N: -2.98 2.98 -4.71
O: -4.09 2.99 -5.50
C: -3.35 5.36 -3.69
C: -2.04 4.88 -5.85
C: -4.14 2.15 -2.63
H: -4.00 0.49 -4.82
H: -2.87 -0.22 -3.67
H: -2.36 0.52 -5.18
H: -1.60 1.34 -2.02
H: -0.86 1.62 -3.62
H: -0.13 3.23 -2.03
H: -1.75 3.83 -1.67
H: -0.37 3.85 -4.35
H: -0.65 5.26 -3.40
H: -3.03 6.39 -3.84
H: -4.39 5.29 -4.02
H: -3.52 5.13 -2.64
H: -1.51 5.83 -5.80
H: -1.41 4.17 -6.39
H: -2.97 5.05 -6.39
H: -4.08 1.36 -1.88
H: -5.15 2.08 -3.04
H: -3.99 3.08 -2.09
H: -3.83 2.45 -6.24

Atom charges from the Mulliken analysis, given in e for atoms 1 to 2: C -0.681; C 0.417

## x
Entry from OMol25: a 7-piece molecular cluster, C56H120N6O7 overall (ωB97M-V/def2-TZVPD).

Summary:
- HOMO level: -0.28926 Eh
- LUMO level: 0.50 eV
- Kohn-Sham gap: 0.308 hartree
- 2S+1: 1

Element x y z (Å)
C: 2.94 -1.15 1.70
C: 2.34 -0.97 0.30
C: 1.33 -2.09 0.07
C: -0.01 -1.88 0.80
C: -0.56 -0.47 0.53
C: 0.45 0.66 0.77
N: 1.68 0.31 0.07
O: 2.62 1.36 0.25
C: -0.18 1.87 0.09
C: 0.56 0.94 2.28
C: 3.45 -1.18 -0.73
H: 3.31 -0.21 2.13
H: 3.86 -1.73 1.83
H: 2.18 -1.54 2.38
H: 1.18 -2.47 -0.94
H: 1.75 -2.96 0.61
H: 0.19 -2.13 1.85
H: -0.73 -2.65 0.51
H: -1.38 -0.34 1.24
H: -0.89 -0.50 -0.50
H: -0.43 1.70 -0.95
H: -0.99 2.25 0.73
H: 0.46 2.76 0.23
H: -0.40 0.88 2.79
H: 1.11 0.14 2.76
H: 1.09 1.87 2.48
H: 4.34 -0.58 -0.52
H: 3.01 -0.99 -1.71
H: 3.80 -2.21 -0.71
H: 2.75 1.78 -0.61
C: -4.22 -1.43 -2.97
C: -4.30 -0.02 -3.54
C: -4.46 -0.14 -5.05
C: -5.15 1.03 -5.77
C: -6.37 1.43 -4.95
C: -6.06 1.83 -3.51
N: -5.41 0.68 -2.92
O: -5.21 0.85 -1.53
C: -5.26 3.14 -3.55
C: -7.40 2.09 -2.83
C: -2.95 0.67 -3.19
H: -3.37 -1.99 -3.35
H: -5.16 -1.97 -3.13
H: -4.06 -1.39 -1.88
H: -3.55 -0.42 -5.58
H: -5.15 -0.97 -5.29
H: -5.45 0.79 -6.79
H: -4.46 1.88 -5.86
H: -7.00 0.53 -4.94
H: -6.95 2.22 -5.44
H: -5.84 3.90 -4.07
H: -5.04 3.48 -2.54
H: -4.26 3.02 -3.96
H: -7.97 1.16 -2.83
H: -7.20 2.43 -1.81
H: -7.94 2.92 -3.28
H: -2.17 0.58 -3.95
H: -2.52 0.18 -2.31
H: -2.98 1.72 -2.89
H: -5.82 0.23 -1.12
C: 1.71 -2.79 5.65
C: 2.20 -4.21 5.41
C: 2.17 -4.98 6.72
C: 0.84 -5.59 7.12
C: 0.27 -6.43 5.97
C: 0.15 -5.60 4.71
N: 1.42 -4.96 4.44
O: 1.47 -4.37 3.15
C: -0.14 -6.61 3.59
C: -1.04 -4.62 4.76
C: 3.64 -4.17 4.93
H: 1.45 -2.31 4.69
H: 2.52 -2.14 5.98
H: 0.81 -2.63 6.26
H: 2.99 -5.71 6.87
H: 2.48 -4.33 7.55
H: 0.13 -4.76 7.24
H: 0.91 -6.09 8.08
H: -0.68 -6.82 6.35
H: 0.91 -7.30 5.79
H: -0.44 -6.09 2.68
H: 0.76 -7.15 3.27
H: -0.91 -7.34 3.85
H: -1.94 -5.18 5.05
H: -0.84 -3.83 5.47
H: -1.15 -4.14 3.79
H: 4.29 -3.86 5.76
H: 3.77 -3.41 4.15
H: 3.99 -5.10 4.48
H: 1.76 -5.12 2.62
C: 4.54 4.42 -0.20
C: 3.51 5.41 0.36
C: 4.15 6.47 1.24
C: 4.70 7.66 0.43
C: 3.60 8.31 -0.36
C: 2.95 7.32 -1.33
N: 2.72 6.06 -0.67
O: 1.84 5.19 -1.32
C: 1.66 7.91 -1.86
C: 3.95 7.16 -2.52
C: 2.49 4.71 1.31
H: 3.96 3.84 -0.93
H: 5.01 3.83 0.58
H: 5.24 4.98 -0.82
H: 3.43 6.99 1.88
H: 4.99 6.20 1.87
H: 5.59 7.45 -0.17
H: 5.16 8.40 1.10
H: 4.01 9.15 -0.93
H: 2.86 8.79 0.29
H: 1.78 8.93 -2.21
H: 1.19 7.27 -2.60
H: 0.91 8.03 -1.06
H: 4.48 8.07 -2.80
H: 4.69 6.41 -2.25
H: 3.50 6.72 -3.41
H: 2.97 4.61 2.29
H: 2.37 3.68 0.95
H: 1.56 5.25 1.47
H: 1.02 5.23 -0.83
C: -6.78 4.84 -0.56
C: -6.04 6.01 0.14
C: -6.37 6.01 1.61
C: -5.60 4.97 2.44
C: -4.10 5.02 2.13
C: -3.66 5.09 0.67
N: -4.62 5.93 -0.08
O: -4.23 6.15 -1.41
C: -2.28 5.69 0.56
C: -3.69 3.69 0.02
C: -6.57 7.28 -0.50
H: -7.86 4.94 -0.53
H: -6.57 3.87 -0.11
H: -6.42 4.83 -1.59
H: -6.21 6.99 2.07
H: -7.42 5.72 1.70
H: -5.93 3.99 2.08
H: -5.77 5.13 3.50
H: -3.66 4.06 2.45
H: -3.58 5.77 2.73
H: -2.09 6.55 1.20
H: -1.54 4.91 0.79
H: -2.01 5.93 -0.47
H: -4.62 3.19 0.28
H: -3.57 3.78 -1.05
H: -2.89 3.05 0.40
H: -6.05 8.18 -0.18
H: -7.64 7.42 -0.34
H: -6.48 7.20 -1.58
H: -3.89 7.05 -1.40
C: 3.01 -5.03 -2.19
C: 1.98 -5.96 -1.53
C: 1.45 -7.08 -2.41
C: 2.33 -8.33 -2.55
C: 2.74 -8.85 -1.17
C: 3.31 -7.76 -0.27
N: 2.48 -6.57 -0.32
O: 2.76 -5.66 0.73
C: 3.37 -8.28 1.17
C: 4.77 -7.53 -0.74
C: 0.76 -5.13 -1.14
H: 4.03 -5.39 -2.18
H: 2.99 -4.08 -1.63
H: 2.71 -4.66 -3.17
H: 0.49 -7.44 -2.03
H: 1.32 -6.71 -3.43
H: 3.24 -8.11 -3.13
H: 1.80 -9.09 -3.12
H: 3.45 -9.67 -1.23
H: 1.81 -9.24 -0.72
H: 3.42 -9.37 1.21
H: 4.26 -7.92 1.69
H: 2.51 -7.94 1.75
H: 4.80 -7.09 -1.74
H: 5.37 -6.90 -0.09
H: 5.30 -8.48 -0.91
H: 0.07 -5.74 -0.56
H: 0.37 -4.53 -1.96
H: 1.11 -4.40 -0.40
H: 3.60 -5.25 0.47
C: 5.30 -1.39 -3.90
C: 5.54 -2.88 -3.96
O: 4.69 -3.53 -4.88
H: 5.72 -0.86 -3.05
H: 4.22 -1.22 -3.90
H: 5.64 -0.88 -4.81
H: 5.46 -3.34 -2.96
H: 6.58 -3.14 -4.18
H: 3.82 -3.55 -4.47

Atom charges from the Mulliken analysis, given in e for atoms 1 to 2: C -1.447; C 2.710

Stability check: which of them is least stable? w.